A structure of composition C27H32N4O5 in a non-equilibrium geometry. Source: the Open Molecules 2025 dataset; level of theory: the ωB97M-V functional and the def2-TZVPD basis.

The value obtained for the frontier orbital gap is 9.28 eV. As for the total charge: 0. The molar mass comes out at 492.58 g/mol. Its strongest force on any atom is 19.694 eV/A. For the calculated total energy, the calculation gives -1642.3194 Eh.

Geometry (Å):
C  2.461  5.051  5.647
C  1.846  4.061  4.601
C  2.067  3.705  3.325
C  1.113  2.881  3.045
N  0.531  2.717  4.027
O  0.839  3.490  5.193
N  0.699  2.426  1.958
C  1.494  2.562  0.713
O  2.291  3.464  0.613
C  0.828  1.839  -0.536
C  0.490  0.212  -0.161
C  1.256  -0.626  -1.245
O  2.405  -0.545  -1.788
N  0.102  -1.437  -1.845
C  0.495  -2.278  -3.011
C  -0.366  -1.697  -4.226
H  0.391  -1.777  -5.216
H  -0.530  -0.636  -4.170
C  -1.526  -2.667  -4.707
C  -1.360  -3.906  -5.149
H  -2.078  -4.417  -5.433
H  -0.804  -4.484  -4.330
H  -0.729  -3.906  -6.060
C  -2.485  -1.675  -5.586
H  -3.015  -2.389  -5.943
H  -2.617  -0.788  -5.356
H  -1.732  -1.399  -6.710
H  -2.165  -2.784  -3.723
H  1.369  -2.260  -3.016
H  -0.107  -3.235  -2.742
C  -1.135  -1.193  -1.323
C  -0.871  0.324  -0.801
C  -1.846  0.898  0.311
C  -1.501  2.352  0.156
H  -1.847  3.130  0.817
C  -0.624  2.196  -0.869
C  -0.365  3.664  -1.720
H  -1.784  4.057  -1.859
H  0.057  3.598  -2.529
H  -0.125  4.424  -0.828
O  -1.174  1.351  -1.865
H  -2.630  0.465  1.204
H  -1.937  -0.986  -2.096
C  -1.622  -1.894  -0.273
O  -2.640  -2.030  0.309
N  -0.657  -2.878  0.054
H  0.237  -2.669  -0.285
C  -0.754  -3.403  1.355
C  0.151  -2.661  2.497
C  1.408  -2.691  2.854
C  2.160  -1.869  3.473
C  1.509  -0.779  4.026
C  0.151  -0.721  3.688
C  -0.705  -1.416  2.974
H  -1.795  -1.326  2.776
H  -0.609  0.232  4.323
H  2.082  0.047  4.596
H  3.150  -1.896  3.717
H  1.907  -3.651  2.299
H  -2.057  -3.569  1.746
H  -0.161  -4.439  1.374
H  0.561  -0.067  0.652
H  1.589  1.930  -1.345
H  0.036  1.681  2.105
H  2.753  4.374  2.655
H  1.800  5.844  5.977
H  2.894  4.603  6.471
H  3.231  5.465  5.213